# C20H60O20

A 10-piece molecular cluster, C20H60O20 overall at a distorted geometry (ωB97M-V/def2-TZVPD, OMol25).

Each line ends with the Löwdin spin population.
CARTESIAN COORDINATES (ANGSTROEM)
O  2.3622  -3.3720  1.2196  0.01
H  4.8691  -3.2879  -2.3989  0.00
H  3.4794  -5.6514  4.2058  0.00
O  4.1098  -2.3002  -3.9193  0.00
H  4.3863  -4.2498  -3.8163  0.00
H  -1.4168  -0.9180  -0.0848  0.00
H  2.8219  4.4990  1.4621  0.00
H  2.4527  -1.6640  1.6875  0.00
H  2.3763  -4.3501  -1.7570  0.00
H  0.3981  2.4484  -0.7984  0.00
H  1.8558  -4.0054  -3.3650  0.00
H  -1.9452  -4.2970  -1.2756  0.00
C  -1.4047  6.5584  0.4234  0.00
C  -0.4946  -0.4818  -0.4687  0.00
C  2.9215  6.5856  1.0500  0.00
H  2.8818  1.1916  0.2606  0.01
H  4.9681  -2.2611  -4.3476  0.00
O  -2.2931  -3.7383  -0.5768  0.00
C  4.3564  -0.7966  1.4408  0.13
H  2.0758  -5.2613  1.4198  0.00
H  -2.2635  7.2173  0.2959  0.00
H  -1.6628  -5.3288  0.3736  0.00
H  -6.0816  -0.9962  -1.4555  0.00
O  1.8056  7.1210  1.8347  0.00
H  5.2024  -0.3682  -0.5920  0.00
C  -0.2642  0.8725  0.1859  0.00
C  -1.6603  3.2683  -4.0950  0.00
H  2.8158  7.1768  0.1404  0.00
O  0.7626  1.6640  -0.3818  0.00
H  4.8738  0.0000  1.9755  0.00
O  0.5116  -1.3131  0.2472  0.02
C  -1.1118  -3.6039  1.4041  0.00
H  -1.1819  -4.7077  2.9237  0.00
C  -2.1715  -4.4026  0.6411  0.00
O  -0.4728  -4.2786  2.4393  0.00
H  3.5674  -0.8437  -0.4902  0.01
O  -4.1091  -0.4938  -3.2706  0.00
H  -1.6594  3.8561  1.5657  0.00
H  0.9435  4.9339  0.5516  0.00
C  -2.8776  -0.4867  2.6961  0.00
H  2.4804  -1.7838  -2.5008  0.00
H  -6.2712  -1.9454  -3.4933  0.00
C  -5.4791  -1.8684  -1.7092  0.00
C  -1.7316  5.0824  0.1095  0.00
H  -0.7508  4.7465  -3.1545  0.00
H  0.0145  0.7377  1.2310  0.00
H  -3.2357  -0.0125  1.7824  0.00
H  -1.1074  2.3922  -2.0831  0.00
C  2.5400  -3.6641  -2.5881  0.00
H  -3.6395  0.2982  -2.9988  0.00
C  2.4991  -4.5156  2.0927  0.00
H  -0.5951  -0.4163  -1.5521  0.00
H  -3.5020  2.8499  -2.2456  0.00
O  -3.0943  2.0209  -2.5067  0.00
C  -3.9943  -1.5374  -2.2586  0.00
H  1.8094  -4.6481  2.9263  0.00
H  -1.1256  6.5620  1.4771  0.00
H  -3.7749  -2.5440  2.5220  0.00
C  4.3020  -0.2047  0.0000  0.11
O  -1.0624  4.1854  0.8898  0.00
H  1.8691  6.9644  2.7797  0.00
H  -1.1093  1.5463  0.0444  0.00
O  1.6425  5.0097  -0.1020  0.00
H  0.9851  -1.8678  -0.3771  0.00
H  3.9175  6.8580  1.3992  0.00
H  -1.8892  4.7956  -0.9302  0.00
H  -1.8696  -0.7466  2.3729  0.00
O  4.0978  -5.9357  3.5287  0.00
H  4.5923  -5.0097  1.6706  0.00
C  -1.7544  2.1427  -2.9241  0.00
H  -2.0161  0.4186  4.2780  0.00
H  -1.3145  -2.5680  1.6761  0.00
C  4.0801  -3.4592  -3.1313  0.00
H  -4.7459  -1.3691  3.2816  0.00
H  3.7196  4.8212  0.1022  0.00
H  4.8686  -1.7485  1.3005  0.03
H  -1.4904  1.1895  -3.3822  0.00
O  -3.3704  -2.2633  4.4550  0.00
O  -2.7550  0.5527  3.6801  0.00
H  -5.5774  -2.5477  -0.8625  0.00
O  -1.6393  4.5195  -3.4382  0.00
O  1.9737  -2.4797  -2.0757  0.00
H  -3.0583  -4.6041  1.2419  0.00
O  -6.1143  -2.4981  -2.7243  0.00
C  3.9797  -4.8487  2.5576  0.00
H  -2.7215  4.9875  0.5557  0.00
H  0.3176  7.3125  -0.0614  0.00
O  3.8195  1.1870  0.0548  0.24
H  -3.5268  -1.5950  5.1262  0.00
H  -0.7963  3.4015  -4.7460  0.00
H  -3.2519  -1.3968  -1.4730  0.00
C  2.8371  5.1938  0.6223  0.00
O  3.0200  -1.0073  2.0979  0.43
C  -3.7038  -1.6668  3.1652  0.00
H  1.4064  -3.4352  1.1562  0.00
H  -3.5371  -2.4103  -2.7245  0.00
H  -0.3378  -3.3664  0.6743  0.00
O  -0.5156  7.1196  -0.4974  0.00
H  -2.4267  3.2067  -4.8676  0.00
H  4.3865  -4.0722  3.2054  0.00

Forces on atoms 1 to 2 (eV/Å):
0.0 0.4 1.4
-0.4 -0.7 0.9

Spin multiplicity   2
Gap between HOMO and LUMO (alpha / beta)   8.9 / 2.5 eV
Energy relative to the best compared isomer or geometry (same formula, charge and spin)   328.6 kJ/mol
E   -2302.12900 hartree
Net charge   +1